[1]
A molecular structure, C25H40GeO3OsSe2Si. Source: OMol25; level of theory: ωB97M-V/def2-TZVPD.

Positions of all 73 atoms, in Å:
Os 0.36899 -0.77614 0.40154
C 2.05930 0.10238 3.49141
Se 2.29933 -0.86819 1.82302
C 2.13412 -2.67190 2.57898
C 2.09359 -3.68616 1.45219
Se 0.63926 -3.38070 0.16706
C -0.78957 -4.13750 1.24441
H 1.13312 -0.18524 3.98028
H 2.01794 1.15866 3.23383
H 2.91419 -0.09610 4.13360
H 1.22502 -2.69038 3.18173
H 2.99653 -2.86239 3.22015
H 1.94365 -4.69669 1.83117
H 3.01323 -3.67125 0.86810
H -0.65212 -5.21331 1.32810
H -1.72292 -3.91778 0.73307
H -0.80234 -3.66088 2.22109
C 4.43421 -0.91142 -5.39380
O 3.08421 -0.95502 -5.82331
C 2.12587 -0.96738 -4.87155
C 0.79849 -0.99081 -5.36292
C -0.22463 -0.99467 -4.47048
C -0.03602 -0.97518 -3.05909
C -1.20400 -0.90847 -2.22898
C -2.58135 -0.91653 -2.85211
O -1.22125 -0.82740 -0.97999
C 1.31656 -0.96235 -2.56817
O 1.66996 -0.96317 -1.33537
C 2.37244 -0.95768 -3.52482
H 5.03685 -0.89755 -6.29727
H 4.68596 -1.79239 -4.79908
H 4.63058 -0.01073 -4.80804
H 0.63137 -0.99797 -6.43037
H -1.23136 -1.00066 -4.86214
H -2.72526 -1.76816 -3.51572
H -2.73855 -0.00532 -3.43229
H -3.31670 -0.95134 -2.05242
H 3.37226 -0.94060 -3.11709
C -0.17601 2.22519 -1.52402
Si 0.68345 1.61050 0.04529
C 2.52087 1.99512 -0.21381
C 0.15694 2.85071 1.39963
C -0.43548 2.52026 2.61706
C -0.80686 3.48735 3.54452
C -0.58635 4.82808 3.27237
C 0.01005 5.18890 2.07099
C 0.37383 4.21281 1.15525
H -0.00584 3.29648 -1.66032
H -1.25447 2.06257 -1.48283
H 0.21507 1.71134 -2.40576
H 2.68062 3.02498 -0.54286
H 2.93059 1.32314 -0.97148
H 3.10115 1.85124 0.70236
H -0.61491 1.47800 2.85209
H -1.27027 3.19145 4.47873
H -0.87475 5.58685 3.98901
H 0.18900 6.23357 1.84722
H 0.83507 4.52349 0.22348
C -3.43403 0.25481 3.45753
Ge -2.80418 -0.20639 1.64994
C -3.25822 1.29822 0.48774
C -3.78339 -1.81272 1.08052
C -0.86764 -0.58388 1.79127
H -4.52230 0.33018 3.48177
H -3.02240 1.21838 3.76521
H -3.12924 -0.49751 4.18750
H -4.30978 1.55328 0.63347
H -3.09526 1.06239 -0.56261
H -2.65127 2.16735 0.74531
H -4.85243 -1.60289 1.01647
H -3.63977 -2.62298 1.79705
H -3.43333 -2.14189 0.10178
H -0.61945 -0.67004 2.86543

Force components x, y, z for each atom (eV/Å):
0.020 -0.030 -0.153
0.010 -0.015 -0.002
0.017 0.004 0.000
0.054 -0.087 -0.026
-0.137 0.075 0.043
-0.037 0.090 0.012
0.051 -0.008 0.032
-0.005 -0.018 -0.002
0.009 -0.003 -0.004
-0.004 0.005 0.005
0.000 -0.019 -0.024
-0.018 0.035 0.023
0.042 -0.009 0.017
-0.003 0.020 -0.015
-0.013 0.004 0.011
0.002 0.019 -0.025
-0.003 0.002 -0.002
-0.004 0.002 -0.001
0.010 -0.001 -0.001
-0.036 0.002 -0.024
0.026 -0.006 -0.001
0.000 0.016 0.028
0.046 0.025 -0.015
-0.015 -0.053 0.042
-0.004 0.047 -0.004
-0.034 0.021 0.014
-0.050 -0.042 -0.079
0.040 0.047 0.118
-0.010 -0.001 0.025
0.001 0.000 0.000
0.001 0.000 0.000
0.001 0.000 0.000
0.004 -0.002 0.001
-0.009 0.001 0.002
0.004 -0.007 0.003
0.003 -0.009 -0.016
0.002 -0.005 -0.001
0.000 0.000 0.000
0.010 -0.015 0.000
0.012 0.004 0.042
0.013 -0.071 -0.023
-0.024 0.006 0.002
0.008 0.005 0.000
0.011 -0.005 -0.005
0.005 0.005 -0.002
-0.003 0.006 0.006
-0.008 -0.006 0.005
0.004 -0.003 -0.002
0.001 0.003 -0.008
-0.003 0.007 0.003
-0.032 0.017 0.000
0.012 0.005 0.000
-0.010 0.005 0.007
-0.005 0.002 -0.002
0.004 0.001 -0.004
-0.001 0.001 -0.003
0.000 -0.001 0.000
0.002 0.002 0.001
0.030 0.015 -0.013
0.007 -0.018 -0.010
-0.009 0.009 -0.003
0.013 0.004 -0.014
-0.004 -0.013 0.032
-0.002 0.000 -0.009
-0.007 -0.021 -0.003
0.003 -0.008 -0.009
0.002 0.022 -0.012
-0.002 -0.039 0.025
-0.019 -0.002 0.002
0.001 0.005 0.004
-0.007 -0.010 0.000
0.011 -0.002 0.009
0.024 -0.008 0.006

Output
HOMO-LUMO gap = 7.29 eV
energy relative to the best compared isomer or geometry (same formula, charge and spin) = 0.0000 eV
E_tot = -8462.28489 Ha
multiplicity = 1
charge = 0

Atom charges from the Mulliken analysis, given in e for atoms 1 to 8:
1. Os 1.49
2. C -0.84
3. Se 0.22
4. C -0.62
5. C -0.92
6. Se 0.08
7. C -0.96
8. H 0.22

***

[2]
A gas-phase ion, C25H40N2O (charge +2). Source: OMol25; level of theory: ωB97M-V/def2-TZVPD.

Positions of all 68 atoms, in Å:
C 4.26071 -1.93633 3.82925
C 4.40922 -1.29662 2.36346
C 3.91659 -2.29873 1.16367
C 2.55516 -1.67509 0.59230
C 2.10969 -2.18189 -0.86531
C 3.29630 -2.42105 -1.91675
C 3.85639 -1.09736 -2.63016
C 4.38132 0.04748 -1.63385
C 3.40195 1.33134 -1.72747
C 3.76413 2.48205 -0.63943
C 2.75467 3.73937 -0.91404
C 1.90133 4.15368 0.39890
N 0.50413 3.55861 0.37406
C 0.45890 2.10522 0.26406
C -0.90916 1.39216 0.19375
C -2.25070 2.19845 0.26130
C -3.60080 1.36027 0.20015
C -4.35662 0.88915 1.48363
C -5.65473 0.03305 1.27908
N -6.14684 -0.31767 -0.04491
C -7.39096 -1.18556 -0.07398
C -6.97831 -2.76434 0.02099
C -5.42674 -3.03953 -0.27668
O -5.08275 -4.44545 -0.25240
C -5.48353 0.13434 -1.25351
C -4.17310 1.00325 -1.21679
C -2.14309 3.73848 0.40962
C -0.69984 4.36228 0.46031
H 5.03579 -2.76909 3.92945
H 3.18386 -2.25948 4.01797
H 4.58946 -1.11490 4.57744
H 3.91290 -0.25699 2.26428
H 5.53875 -1.10594 2.20566
H 3.75285 -3.35888 1.59880
H 4.78595 -2.32445 0.42384
H 2.55840 -0.53253 0.60100
H 1.71529 -2.00167 1.32356
H 1.46030 -3.12777 -0.81651
H 1.42575 -1.36271 -1.32462
H 4.17427 -3.05198 -1.50502
H 2.84915 -3.07624 -2.76311
H 3.07254 -0.75469 -3.39026
H 4.77554 -1.43168 -3.25175
H 5.39704 0.41424 -2.05548
H 4.59374 -0.29429 -0.56688
H 3.51382 1.85418 -2.75589
H 2.31248 0.98690 -1.67262
H 3.57406 2.15003 0.43792
H 4.84639 2.84726 -0.74824
H 3.33075 4.68901 -1.23672
H 1.98110 3.44486 -1.72300
H 1.78955 5.29776 0.38007
H 2.40211 3.79299 1.35780
H 1.39524 1.44541 0.22494
H -0.95156 0.25333 0.07404
H -3.96056 1.14581 2.53513
H -6.18781 -0.30272 2.24564
H -8.04908 -0.95572 -0.98193
H -7.94042 -0.96256 0.91791
H -7.17281 -3.11675 1.10212
H -7.61323 -3.42352 -0.66876
H -5.11198 -2.63058 -1.31160
H -4.81020 -2.52338 0.55905
H -4.11760 -4.47937 -0.45951
H -5.94446 -0.18982 -2.24944
H -3.68398 1.33533 -2.19982
H -3.09175 4.38631 0.48118
H -0.60494 5.49468 0.57411

Force components x, y, z for each atom (eV/Å):
0.641 1.307 -0.441
0.927 -0.573 -0.103
0.096 1.271 1.066
-0.717 -1.189 -0.085
0.017 0.370 -0.461
-0.226 -0.470 -0.813
0.892 -1.127 0.167
0.164 1.141 -1.419
1.105 0.280 0.389
-1.227 0.407 -0.723
-0.143 -0.094 0.423
0.685 1.044 -0.565
-2.699 -1.862 0.024
-4.412 0.322 -0.023
0.185 3.310 0.221
3.110 1.141 0.391
-2.296 -1.066 -0.732
-1.350 -1.078 -3.883
3.083 1.979 -1.254
2.477 2.306 0.735
-0.395 -1.363 0.736
0.489 -0.769 0.305
0.503 0.470 0.056
0.159 1.332 -0.155
2.164 1.263 2.076
-2.295 -1.639 3.623
3.015 -2.503 -0.224
-1.540 -2.897 -0.293
-1.433 0.877 -0.096
1.578 0.246 -0.066
-0.788 -1.443 -0.997
0.552 -1.713 0.277
-1.751 -0.220 0.271
0.211 1.742 -0.866
-1.537 -0.109 0.756
0.358 -1.433 0.007
1.300 0.683 -1.042
1.099 1.296 0.130
0.933 -1.258 0.638
-1.551 1.136 -0.387
0.741 1.040 1.328
1.053 -0.046 1.215
-1.611 0.486 0.883
-1.571 -0.586 0.829
-0.622 0.391 -1.446
-0.135 -1.098 1.530
1.296 0.532 0.158
0.560 0.161 -1.403
-1.616 -0.785 0.193
-1.012 -1.677 0.404
1.379 0.654 1.099
-0.008 -1.828 0.382
-0.731 0.640 -1.254
-1.273 1.609 0.074
0.227 1.950 0.263
-0.868 -0.539 -1.940
0.602 0.362 -2.145
1.203 -0.127 1.364
0.682 -0.054 -1.978
0.239 0.533 -1.744
0.835 1.194 0.930
-0.594 -0.286 1.534
-0.871 -0.505 -1.394
-1.168 -0.162 0.258
0.648 0.520 1.764
-0.863 -0.589 1.781
1.911 -0.999 -0.124
0.183 -1.908 -0.226

Output
HOMO-LUMO gap = 6.89 eV
energy relative to the best compared isomer or geometry (same formula, charge and spin) = 10.2000 eV
E_tot = -1160.40966 Ha
multiplicity = 1
charge = +2

Atom charges from the Mulliken analysis, given in e for atoms 1 to 8:
1. C -1.10
2. C -0.29
3. C -0.55
4. C 0.45
5. C -0.50
6. C -0.73
7. C -0.76
8. C -0.31

***

[3]
A molecular structure, C25H41AsCaN9OS2Si. Source: OMol25; level of theory: ωB97M-V/def2-TZVPD.

Positions of all 81 atoms, in Å:
Ca 0.13122 0.05938 -0.21528
C 2.16117 -2.02991 2.38713
C 1.35108 -2.81668 1.36333
C 1.38183 -4.20397 1.25446
C 0.62959 -4.83980 0.24052
C -0.14203 -4.11823 -0.64207
C -0.17696 -2.68672 -0.50488
N 0.56928 -2.11837 0.50479
N -0.83373 -1.84981 -1.33924
Si -2.42837 -2.23147 -2.03623
C -2.36272 -3.47370 -3.39234
C -3.00874 -0.63222 -2.78087
C -3.48468 -2.89842 -0.65728
H 1.78037 -2.19569 3.41777
H 2.09174 -0.94710 2.16073
H 3.21333 -2.34973 2.37340
H 1.98308 -4.78668 1.94861
H 0.68003 -5.94995 0.18432
H -0.73939 -4.57263 -1.43815
H -1.63444 -3.20289 -4.17697
H -3.35003 -3.51975 -3.88250
H -2.15077 -4.51003 -3.05787
H -2.62488 -0.50622 -3.80381
H -2.66694 0.23241 -2.18479
H -4.11129 -0.54247 -2.86445
H -3.33433 -3.98498 -0.50429
H -4.55795 -2.74749 -0.89974
H -3.27590 -2.38828 0.30349
S -0.01927 2.43168 -1.59766
C 0.91251 1.88844 -2.96156
N 0.59381 0.68736 -3.60613
C 1.32822 0.13054 -4.60458
C 2.43619 0.79045 -5.04163
C 2.69471 2.02855 -4.41606
N 1.98987 2.54159 -3.42215
H -0.32451 0.30625 -3.36833
H 0.99026 -0.83639 -4.98898
H 3.08977 0.40809 -5.83545
H 3.54882 2.63539 -4.72403
N 5.58300 1.03802 -1.42932
C 4.56411 0.17918 -1.68023
C 3.28826 0.40072 -1.09708
N 2.29343 -0.42883 -1.34320
C 2.50095 -1.48695 -2.15523
C 3.74777 -1.68949 -2.72049
N 4.77645 -0.87805 -2.48096
H 5.46738 1.78078 -0.75588
H 6.49647 0.82281 -1.80578
H 3.08836 1.25207 -0.43427
H 1.62297 -2.09446 -2.38912
H 3.94853 -2.52298 -3.40169
N -1.63580 0.55749 1.05449
C -2.70647 0.40208 1.52331
N -3.89291 0.21295 2.01720
C -5.07898 -0.10496 1.17474
C -6.20477 0.87239 1.51914
O -6.50819 0.83597 2.96005
C -5.32016 1.24776 3.73726
C -4.14316 0.29723 3.48629
H -5.41458 -1.12610 1.38348
H -4.79046 -0.03604 0.11521
H -7.14512 0.59528 1.00489
H -5.91559 1.90202 1.23898
H -5.63626 1.24473 4.80137
H -5.06456 2.28046 3.42697
H -4.41255 -0.69379 3.88182
H -3.21977 0.64787 3.97360
C 2.21197 3.36264 4.96755
As 2.52228 3.63669 3.04554
C 4.42826 4.08230 2.85299
C 1.49597 5.24802 2.57116
S 1.98654 1.92310 1.92542
H 2.57819 4.22219 5.55430
H 2.74009 2.44899 5.28244
H 1.13135 3.24854 5.11724
H 4.71054 4.89749 3.54112
H 4.62973 4.39210 1.81929
H 5.00386 3.17575 3.08784
H 1.90002 6.12130 3.12586
H 0.42811 5.10309 2.80988
H 1.61481 5.42910 1.50258

Force components x, y, z for each atom (eV/Å):
0.725 -0.440 -0.400
-0.428 -0.025 -0.061
-0.599 -0.590 -0.787
0.102 0.210 0.093
0.156 -0.556 0.330
-0.077 0.521 0.230
0.507 -0.893 0.264
0.127 0.059 0.120
-0.871 0.376 -0.122
2.105 0.152 1.000
-0.233 -0.907 -0.805
-0.599 0.791 -0.030
-0.869 -0.084 0.395
0.155 0.088 -0.613
0.157 -0.600 0.208
-0.305 0.156 -0.031
-0.099 0.056 -0.193
-0.109 0.938 -0.071
0.394 0.027 0.377
-0.198 -0.109 0.311
0.224 0.005 0.045
-0.019 0.595 -0.158
-0.019 -0.051 0.161
-0.101 -0.223 -0.170
0.505 -0.131 0.027
-0.009 0.546 -0.078
0.427 -0.164 0.204
-0.063 -0.224 -0.425
0.674 -0.228 -1.569
-0.372 -0.624 0.209
-0.561 0.771 0.048
-0.308 0.041 0.317
0.384 0.118 -0.193
0.047 0.090 0.264
0.106 0.064 -0.154
0.442 -0.247 0.096
0.032 0.449 0.152
-0.444 0.139 0.479
-0.188 -0.194 -0.040
0.202 0.003 -0.165
-0.333 -0.538 -0.014
0.200 -0.159 -0.142
0.221 -0.038 -0.252
-0.163 0.136 -0.132
-0.117 -0.066 0.051
0.131 0.776 0.358
0.126 -0.241 -0.216
-0.239 0.117 0.190
0.164 -0.254 -0.277
0.370 0.017 0.219
-0.170 0.231 0.297
-3.102 0.050 1.659
1.928 0.135 -1.029
-0.742 -0.125 0.591
0.020 0.267 0.031
-0.321 0.090 1.058
1.755 0.194 -0.628
-1.068 0.021 -0.677
-0.205 0.152 -0.100
0.205 0.071 0.037
-0.093 0.019 0.363
0.568 0.132 0.292
-0.129 -0.314 0.073
0.261 -0.072 -0.714
-0.005 -0.389 0.214
0.219 0.153 -0.282
-0.403 -0.108 -0.151
0.227 0.121 -0.155
-0.187 0.099 0.107
-0.199 0.043 0.142
0.288 0.112 0.422
0.191 0.377 0.302
-0.136 -0.310 -0.329
-0.264 0.344 -0.187
0.315 -0.038 -0.060
-0.196 -0.360 -0.261
-0.147 -0.135 0.288
-0.219 0.302 -0.081
-0.271 -0.569 -0.243
0.567 -0.036 -0.089
-0.049 -0.113 0.055

Output
HOMO-LUMO gap = 6.40 eV
energy relative to the best compared isomer or geometry (same formula, charge and spin) = 0.0000 eV
E_tot = -5544.50052 Ha
multiplicity = 1
charge = +1

Atom charges from the Mulliken analysis, given in e for atoms 1 to 8:
1. Ca 1.18
2. C -1.03
3. C 0.35
4. C -0.77
5. C -0.46
6. C -0.64
7. C 0.39
8. N -0.05